No. 1
Entry from OMol25: 3 unconnected molecules or ions with the total composition C3H10N4 (wB97M-V/def2-TZVPD).

```
17
C3H10N4, DFT wB97M-V/def2-TZVPD
C 1.039 -0.363 1.278
N -0.685 0.923 1.444
N -0.658 2.076 0.888
H -1.315 0.325 0.900
H 1.113 1.583 -1.493
H -0.026 2.677 1.430
H 1.014 -0.251 2.351
H 0.913 -1.401 0.979
H 1.903 0.129 0.838
C 0.175 -0.102 -1.056
C -1.073 -2.023 -1.049
N -1.034 -0.747 -0.947
N 0.183 1.199 -1.377
H -0.417 1.816 -0.750
H 1.080 -0.674 -1.259
H -0.190 -2.636 -1.262
H -2.021 -2.532 -0.915
```

Results
HOMO level (alpha / beta) = -7.34 / -6.78 eV
multiplicity = 1
Kohn-Sham gap (alpha / beta) = 7.431 / 6.540 eV
LUMO (alpha / beta) = 0.003 / -0.009 Ha

Results of the natural (NBO) charge analysis, in e, for atoms 1 through 6: number 1, C, carries -0.62; number 2, N, carries -0.32; number 3, N, carries -0.49; number 4, H, carries 0.34; number 5, H, carries 0.38; number 6, H, carries 0.31

---

No. 2
Entry from OMol25: a molecular structure, C11H18N3PdS2 (wB97M-V/def2-TZVPD).

```
35
C11H18N3PdS2, DFT wB97M-V/def2-TZVPD
Pd 0.416 0.049 -0.647
C -1.256 -0.719 1.711
C -1.385 -1.850 0.678
N -0.080 -2.166 0.095
C 0.901 -2.746 1.009
C 2.340 -2.296 0.723
S 2.614 -0.559 0.289
C 2.329 0.377 1.809
C 0.945 0.222 2.400
N -0.166 0.266 1.402
H -2.209 -0.194 1.775
H -1.066 -1.130 2.702
H -1.867 -2.708 1.158
H -2.025 -1.527 -0.142
H -0.189 -2.733 -0.737
H 0.627 -2.479 2.027
H 0.884 -3.838 0.969
H 2.992 -2.559 1.556
H 2.724 -2.815 -0.158
H 3.083 0.111 2.550
H 2.519 1.407 1.503
H 0.883 -0.725 2.927
H 0.791 1.000 3.152
H -0.560 1.199 1.393
S 0.696 -0.107 -2.918
C -0.374 1.271 -2.855
C -0.814 2.061 -3.913
C -1.634 3.130 -3.621
C -1.990 3.396 -2.296
C -1.512 2.571 -1.307
N -0.728 1.523 -1.586
H -0.503 1.831 -4.922
H -1.995 3.768 -4.417
H -2.628 4.228 -2.039
H -1.764 2.739 -0.267
```

Results
HOMO level = -11.06 eV
multiplicity = 1
Kohn-Sham gap = 7.563 eV
LUMO = -0.129 Ha
charge = +1

Results of the natural (NBO) charge analysis, in e, for atoms 1 through 6: number 1, Pd, carries 0.66; number 2, C, carries -0.24; number 3, C, carries -0.23; number 4, N, carries -0.67; number 5, C, carries -0.24; number 6, C, carries -0.56

---

No. 3
Entry from OMol25: a molecular structure, C35H72Cl2NNbO12PS5 (wB97M-V/def2-TZVPD).

```
129
C35H72Cl2NNbO12PS5, DFT wB97M-V/def2-TZVPD
C 3.764 4.203 -0.498
C 4.370 4.230 -1.857
C 3.590 3.940 -3.277
Nb 2.990 1.753 -3.595
N 1.442 2.014 -2.112
C 0.301 1.031 -2.283
C -1.106 1.640 -1.618
C -2.364 0.578 -1.742
O 4.276 1.058 -2.073
C 3.774 -0.162 -1.422
C 4.649 -1.424 -2.080
C 3.654 -2.385 -2.968
O 5.218 -2.253 -1.006
C 4.507 1.417 -5.261
Cl 3.851 0.685 -6.875
C 5.961 1.730 -5.225
C 6.982 1.415 -6.504
Cl 6.708 2.502 -3.715
P 1.287 2.374 -5.459
C 0.470 0.757 -6.154
C -0.169 3.383 -4.746
C -0.982 4.136 -5.998
H 4.518 4.191 0.427
H 2.623 4.171 -0.240
H 5.544 4.436 -1.922
H 4.157 4.417 -4.214
H 2.566 4.549 -3.212
H 2.415 0.025 -3.807
H 1.828 1.869 -1.150
H 0.476 -0.004 -1.725
H 0.031 0.782 -3.398
H -1.421 2.636 -2.164
H -0.829 1.895 -0.499
H -3.201 0.945 -2.502
H -2.018 -0.502 -2.095
H -2.842 0.505 -0.652
H 3.997 -0.043 -0.256
H 2.620 -0.334 -1.509
H 5.514 -0.938 -2.742
H 3.498 -1.957 -4.048
H 4.118 -3.462 -3.092
H 2.566 -2.475 -2.487
H 4.447 -2.840 -0.695
H 6.680 0.401 -7.031
H 7.040 2.304 -7.270
H 8.065 1.216 -6.044
H 1.119 -0.206 -5.960
H 0.181 0.875 -7.286
H -0.533 0.635 -5.547
H -0.934 2.623 -4.290
H 0.230 4.190 -3.999
H -2.087 3.693 -6.033
H -0.487 3.901 -7.048
H -1.109 5.287 -5.799
C 7.534 -4.714 -6.175
C 7.555 -3.219 -6.489
C 6.226 -2.871 -7.156
S 5.033 -4.048 -6.537
O 4.594 -4.881 -7.636
O 4.101 -3.366 -5.661
C 6.177 -4.982 -5.541
H 8.353 -5.001 -5.510
H 7.634 -5.288 -7.104
H 7.660 -2.652 -5.557
H 8.401 -2.953 -7.132
H 5.902 -1.858 -6.904
H 6.281 -2.985 -8.243
H 5.902 -6.038 -5.546
H 6.134 -4.587 -4.521
C -5.024 4.531 2.485
C -5.184 4.505 0.966
C -3.858 4.030 0.373
S -3.099 2.993 1.615
O -1.888 3.638 2.076
O -3.121 1.616 1.164
C -4.362 3.212 2.853
H -5.986 4.653 2.992
H -4.379 5.369 2.775
H -5.981 3.802 0.695
H -5.463 5.487 0.571
H -4.010 3.450 -0.540
H -3.185 4.869 0.175
H -3.913 3.219 3.848
H -5.066 2.379 2.764
C -4.564 2.552 7.997
C -5.240 3.894 7.724
C -6.013 3.760 6.413
S -6.451 2.034 6.266
O -5.752 1.476 5.128
O -7.882 1.888 6.445
C -5.630 1.495 7.753
H -4.168 2.496 9.016
H -3.728 2.411 7.301
H -5.936 4.125 8.540
H -4.514 4.711 7.672
H -6.923 4.366 6.418
H -5.393 4.026 5.553
H -5.219 0.494 7.611
H -6.369 1.488 8.560
C -7.727 -3.718 7.529
C -6.799 -3.194 6.434
C -5.871 -2.162 7.074
S -5.716 -2.626 8.792
O -6.321 -1.592 9.605
O -4.374 -3.117 9.034
C -6.831 -4.015 8.723
H -8.274 -4.608 7.206
H -8.460 -2.946 7.793
H -6.205 -4.024 6.032
H -7.360 -2.759 5.602
H -4.884 -2.164 6.606
H -6.302 -1.158 7.032
H -7.380 -4.100 9.662
H -6.233 -4.915 8.552
C 1.235 -5.657 2.262
C 2.245 -5.035 3.226
C 3.067 -4.018 2.436
S 2.013 -3.442 1.114
O 2.579 -3.871 -0.148
O 1.640 -2.065 1.367
C 0.625 -4.492 1.496
H 0.471 -6.234 2.791
H 1.752 -6.332 1.570
H 1.709 -4.526 4.036
H 2.888 -5.793 3.683
H 3.366 -3.171 3.058
H 3.951 -4.481 1.987
H 0.124 -4.799 0.576
H -0.062 -3.922 2.128
```

Results
HOMO level = -3.94 eV
multiplicity = 1
Kohn-Sham gap = 5.428 eV
LUMO = 0.055 Ha
charge = -1

Results of the Löwdin charge analysis, in e, for atoms 1 through 6: number 1, C, carries -0.11; number 2, C, carries -0.28; number 3, C, carries -0.42; number 4, Nb, carries 1.49; number 5, N, carries -0.25; number 6, C, carries -0.37

---

No. 4
Entry from OMol25: a single C3H2ClF molecule (wB97M-V/def2-TZVPD).

```
7
C3H2ClF, DFT wB97M-V/def2-TZVPD
C 0.382 -0.091 1.010
C 0.198 -0.261 -1.323
C -0.222 0.581 -0.186
F -0.434 -0.970 1.613
Cl 1.211 -1.402 -0.477
H -1.413 0.707 -0.159
H 0.279 1.437 -0.479
```

Results
HOMO level (alpha / beta) = -8.23 / -8.23 eV
multiplicity = 1
Kohn-Sham gap (alpha / beta) = 7.134 / 7.134 eV
LUMO (alpha / beta) = -0.040 / -0.040 Ha

Results of the natural (NBO) charge analysis, in e, for atoms 1 through 6: number 1, C, carries 0.29; number 2, C, carries 0.13; number 3, C, carries -0.77; number 4, F, carries -0.35; number 5, Cl, carries 0.14; number 6, H, carries 0.28

---

No. 5
Entry from OMol25: 15 unconnected molecules or ions with the total composition H31NO14 (wB97M-V/def2-TZVPD).

```
46
H31NO14, DFT wB97M-V/def2-TZVPD
N -0.322 0.314 1.544
H 0.534 0.231 0.985
H -0.994 0.874 1.116
H -0.215 0.610 2.453
H -1.457 -1.622 0.731
H -2.383 -1.584 2.000
O -2.283 -1.931 1.075
H -3.353 0.721 -0.628
H -2.780 2.256 -0.313
O -2.534 1.437 -0.584
H 1.596 0.760 -3.769
H 0.263 0.985 -2.867
O 1.270 1.016 -2.962
H -1.848 1.125 -2.357
H -2.238 0.611 -3.593
O -1.682 1.173 -3.171
H 0.684 -2.456 2.770
H 1.545 -1.382 2.309
O 1.371 -1.821 3.182
H 0.252 3.561 2.204
H 1.661 2.930 2.457
O 0.864 2.865 1.911
H 2.416 3.014 -1.072
H 2.454 1.967 -2.255
O 2.912 2.418 -1.547
H -3.947 -1.198 0.116
H -3.792 -1.334 -1.383
O -4.302 -0.850 -0.765
H -0.872 2.520 -1.065
H -0.049 3.433 -1.932
O -0.585 3.461 -1.055
H 2.374 -0.038 -2.203
H 3.967 -0.406 -2.370
O 3.066 -0.688 -2.058
H 0.354 -1.532 -1.953
H 0.245 -2.927 -2.474
O -0.111 -2.349 -1.850
H -1.715 -0.383 3.690
H -0.230 -0.648 4.163
O -0.942 0.023 4.156
H 3.430 -1.403 -0.454
H 3.757 -0.606 0.933
O 3.411 -1.395 0.547
H 0.729 -3.755 1.528
H -0.676 -3.359 1.246
O -0.138 -3.755 2.020
```

Results
HOMO level (alpha / beta) = -13.75 / -13.75 eV
multiplicity = 2
Kohn-Sham gap (alpha / beta) = 10.116 / 4.614 eV
LUMO (alpha / beta) = -0.134 / -0.336 Ha
charge = +1

Results of the natural (NBO) charge analysis, in e, for atoms 1 through 6: number 1, N, carries -0.42; number 2, H, carries 0.42; number 3, H, carries 0.41; number 4, H, carries 0.43; number 5, H, carries 0.47; number 6, H, carries 0.48

---

No. 6
Entry from OMol25: 3 unconnected molecules or ions with the total composition C26H38ClF7NO9S2 (wB97M-V/def2-TZVPD).

```
84
C26H38ClF7NO9S2, DFT wB97M-V/def2-TZVPD
C 7.533 -0.968 5.847
C 6.248 -0.464 4.928
C 5.978 1.160 4.785
C 4.707 1.628 3.812
C 3.724 0.534 3.020
C 2.550 1.160 2.062
C 1.028 1.047 2.661
N 0.067 1.249 1.702
C 0.139 1.513 0.214
S 0.134 -0.211 -0.609
O 0.862 -1.237 0.342
O 0.902 -0.218 -1.960
C -1.327 1.190 2.286
C -1.196 0.772 3.900
C -2.107 1.917 4.639
C -1.253 3.075 5.434
O -0.954 4.289 4.932
Cl -0.708 2.683 7.176
S -2.110 -0.899 3.878
O -1.485 -1.843 2.821
O -3.560 -0.563 3.354
C -2.339 -1.652 5.577
F -3.724 -1.285 6.054
F -1.399 -1.169 6.614
C -2.369 -3.304 5.411
F -3.340 -3.664 4.310
F -2.947 -3.923 6.649
C -0.892 -3.979 5.186
F -0.878 -4.913 4.001
F -0.590 -4.785 6.428
F 0.219 -3.016 4.998
C 0.443 0.747 4.163
C 4.007 -1.083 3.211
C 5.263 -1.574 4.172
H 7.233 -1.637 6.758
H 8.218 -1.599 5.100
H 8.179 -0.021 6.130
H 6.691 1.927 5.340
H 4.558 2.804 3.728
H 2.658 0.615 1.007
H 2.809 2.294 1.858
H -0.813 2.105 -0.142
H 1.089 2.113 -0.119
H -1.201 -0.677 -0.703
H -1.913 0.444 1.597
H -1.754 2.248 2.023
H -2.837 2.502 3.898
H -2.836 1.436 5.452
H 0.878 1.307 5.094
H 0.639 -0.406 4.332
H 3.283 -1.818 2.629
H 5.455 -2.745 4.287
C -5.044 1.646 -4.537
O -3.936 0.784 -4.787
C -2.697 1.364 -4.363
C -2.239 0.781 -3.023
O -3.122 1.160 -1.962
C -4.018 0.112 -1.607
H -5.961 1.063 -4.658
H -5.023 2.055 -3.523
H -5.047 2.461 -5.266
H -2.775 2.456 -4.312
H -1.953 1.115 -5.127
H -1.253 1.192 -2.779
H -2.142 -0.310 -3.080
H -3.481 -0.652 -1.036
H -4.487 -0.342 -2.484
H -4.803 0.533 -0.973
C -1.043 -0.637 -7.245
O 0.282 -0.125 -7.126
C 1.267 -1.087 -7.517
C 1.794 -0.805 -8.927
O 0.775 -1.007 -9.912
C 0.206 0.219 -10.358
H -1.740 0.202 -7.165
H -1.205 -1.133 -8.206
H -1.242 -1.336 -6.428
H 0.869 -2.106 -7.442
H 2.097 -0.998 -6.808
H 2.598 -1.514 -9.151
H 2.210 0.207 -8.997
H 0.909 0.728 -11.027
H -0.054 0.878 -9.526
H -0.705 -0.009 -10.917
```

Results
HOMO level = -10.54 eV
multiplicity = 1
Kohn-Sham gap = 5.729 eV
LUMO = -0.177 Ha
charge = +1

Results of the Löwdin charge analysis, in e, for atoms 1 through 6: number 1, C, carries -0.12; number 2, C, carries -0.17; number 3, C, carries -0.02; number 4, C, carries -0.02; number 5, C, carries -0.17; number 6, C, carries -0.10

---

Sequential electronic energy output: -9227.7794; -41314.5517; -153571.2335; -18375.7728; -30647.5329; -100680.2814 eV